Molecular formula: C2H18O6
Method: DFT, ωB97M-V/def2-TZVPD

**2S+1**: 2
**Net charge**: +1
**Frontier orbital gap (alpha / beta)**: 6.83 / 4.04 eV
**HOMO (alpha / beta)**: -14.53 / -14.24 eV
**Energy relative to the best compared isomer or geometry (same formula, charge and spin)**: 188.4 kcal per mole

Positions of all 26 atoms, in Å:
C -0.6292 -1.1347 1.5464
C -0.9736 -1.4843 0.1340
H -0.7849 -0.0511 1.6211
H 0.4137 -1.2706 1.8364
H -1.2974 -1.6175 2.2610
H -0.5812 -0.7836 -0.6178
H -0.8504 -2.5398 -0.1351
H -2.0369 -1.2872 0.0653
H -2.2906 0.7936 -0.8248
H -3.3566 0.1821 -1.8995
O -2.4195 0.2433 -1.6871
H 2.2513 -2.8753 0.6527
H 2.1403 0.1716 -1.1282
O 3.2553 0.3535 -0.3736
H 2.3221 0.7419 0.8519
H 3.8608 1.0725 -0.4186
O 1.6065 1.0091 1.4908
H -0.0148 1.6461 -1.1955
H -0.9323 1.8101 0.0941
O -0.1117 2.1538 -0.3696
H 1.0095 1.5953 0.9799
H -3.0434 1.7385 0.7160
O -2.2209 1.2737 0.5500
H 1.5897 0.3586 -2.8128
H 1.8936 -2.2072 0.5260
O 1.2007 0.1075 -1.8629

Forces on the atoms, in the same order (eV/Å):
C -1.8 1.0 -0.3
C 2.5 0.1 -0.1
H 0.3 -0.2 0.5
H 0.5 -0.2 -0.2
H 0.3 -0.2 0.1
H 0.5 -0.8 0.3
H -0.3 0.1 -0.3
H -2.2 0.0 -0.3
H -0.6 -0.6 -0.4
H -0.6 0.0 -0.1
O 0.9 -0.3 0.2
H -0.4 0.8 -0.1
H -3.0 -0.3 -3.2
O -0.4 -1.6 0.4
H -0.8 0.2 1.2
H 1.2 1.6 -0.3
O 0.3 0.1 -0.7
H 0.3 -0.3 -0.1
H 1.2 0.3 -0.1
O -0.9 0.2 0.1
H 0.5 -0.2 0.2
H -0.7 0.7 0.4
O 0.1 -0.1 0.1
H -1.1 -0.9 3.2
H 0.5 -0.8 0.1
O 3.5 1.3 -0.6

=====

Molecular formula: C26H70O9
Method: DFT, ωB97M-V/def2-TZVPD

**SMILES**: CC(C)O.CC(C)O.CC(C)O.CC(C)O.CC(C)O.CC(C)O.CC(C)O.CC(C)O.CCO
**Frontier orbital gap**: 10.28 eV
**HOMO**: -9.75 eV
**Energy relative to the best compared isomer or geometry (same formula, charge and spin)**: 25.9 kcal per mole

Positions of all 105 atoms, in Å:
C 1.2586 -4.8608 2.8631
C 2.4610 -5.7619 3.0642
C 2.4348 -7.0292 2.1996
O 3.6447 -5.0955 2.6333
H 1.4215 -3.9559 3.4605
H 0.3078 -5.2973 3.1634
H 1.2370 -4.5161 1.8273
H 2.5761 -6.1217 4.0972
H 3.1332 -7.7657 2.6025
H 2.4732 -6.9101 1.1233
H 1.5044 -7.5568 2.4731
H 3.6706 -4.1964 2.9923
C -2.2489 4.3244 -1.5310
C -3.7705 4.4983 -1.6795
C -4.3508 3.4720 -2.6605
O -4.3860 4.4088 -0.4152
H -1.8136 4.7561 -0.6255
H -1.7494 4.7593 -2.3983
H -1.9845 3.2698 -1.4196
H -4.0029 5.4445 -2.1870
H -3.9980 2.4465 -2.5193
H -4.0830 3.6990 -3.6936
H -5.4387 3.4647 -2.5819
H -4.1202 5.1752 0.0993
C -2.4349 -1.7848 4.5812
C -2.2034 -1.0124 3.2881
C -3.1748 0.1430 3.0528
O -0.8203 -0.6433 3.2599
H -2.6029 -1.1162 5.4233
H -1.5576 -2.4153 4.7160
H -3.3055 -2.4246 4.4322
H -2.3421 -1.7107 2.4554
H -3.0994 0.8478 3.8852
H -4.2110 -0.0975 2.8350
H -2.7816 0.7052 2.1983
H -0.5797 -0.4566 2.3396
C -0.4437 -1.3414 -0.7006
C 0.0375 0.0736 -0.5723
C -1.1439 1.0544 -0.7321
O 0.5979 0.3207 0.7145
H 0.1927 -2.1654 -0.3644
H -0.6834 -1.6008 -1.7360
H -1.3499 -1.5171 -0.1076
H 0.7663 0.3654 -1.3373
H -1.6521 1.0774 -1.7024
H -0.7794 2.0699 -0.5837
H -1.9361 0.7207 -0.0573
H 1.5534 0.5183 0.5947
C 2.2369 0.7845 4.6416
C 2.7267 -0.6462 4.4811
C 2.2506 -1.6231 5.5393
O 2.3106 -1.1021 3.1916
H 2.6325 1.3712 5.4718
H 1.1623 0.7164 4.8538
H 2.4182 1.3627 3.7377
H 3.8241 -0.6661 4.5199
H 2.8121 -2.5519 5.6274
H 1.2047 -1.8633 5.3192
H 2.2297 -1.1746 6.5374
H 1.4078 -0.7315 3.1690
C -1.6912 -0.7932 -6.9662
C -2.3132 -0.8128 -5.5694
C -3.3434 -1.9327 -5.4938
O -1.2722 -1.0834 -4.5924
H -0.8622 -0.0949 -7.0945
H -2.5138 -0.4959 -7.6223
H -1.3449 -1.7898 -7.2397
H -2.7294 0.1595 -5.2934
H -2.7146 -2.8199 -5.3422
H -3.9106 -2.1702 -6.3897
H -3.9511 -1.8800 -4.5921
H -0.4774 -0.7633 -5.0269
C 5.5027 -0.6438 0.8859
C 4.1679 -0.4890 0.1523
C 3.5699 -1.8576 -0.2800
O 3.2590 0.2691 0.9184
H 6.1436 -1.3102 0.3103
H 5.2414 -1.1352 1.8286
H 5.9407 0.3405 1.0261
H 4.3732 0.0958 -0.7532
H 3.1490 -2.3186 0.6150
H 4.2982 -2.4870 -0.7827
H 2.7682 -1.6060 -0.9757
H 2.9752 -0.2943 1.6785
C 0.3824 1.5686 -4.6012
C 0.6086 3.0712 -4.7155
C 1.3130 3.4395 -6.0212
O -0.6486 3.7726 -4.7184
H -0.3966 1.2390 -3.9167
H 1.3154 1.0467 -4.3579
H 0.2013 1.1181 -5.5878
H 1.2425 3.3474 -3.8721
H 1.2324 4.5149 -6.1657
H 0.9328 2.8721 -6.8682
H 2.3914 3.2796 -5.8945
H -1.2236 3.2690 -5.3055
C -1.8319 3.3292 3.2300
C -0.6261 3.5070 2.3088
O 0.4867 2.8074 2.8216
H -1.6988 3.7872 4.2139
H -2.0122 2.2838 3.4860
H -2.7023 3.8001 2.7668
H -0.3966 4.5730 2.2459
H -0.8881 3.1951 1.2943
H 0.6145 1.9537 2.3965

Forces on the atoms, in the same order (eV/Å):
C 0.4 0.6 0.3
C 0.4 -0.8 -1.2
C -1.3 -0.9 1.7
O 0.3 0.6 0.3
H -0.2 0.0 0.0
H 0.0 -0.1 -0.1
H -0.2 -0.2 -0.1
H -0.2 0.4 0.0
H 0.7 0.3 -0.5
H 0.2 0.3 0.0
H -0.2 0.3 -0.5
H -0.1 -0.2 0.0
C 0.0 -0.1 -0.2
C 0.9 -0.3 -0.8
C -0.1 -0.4 0.3
O -0.7 -0.2 0.1
H -0.4 0.5 0.0
H 0.2 -0.3 0.0
H -0.3 0.2 -0.5
H 0.1 0.3 0.5
H 0.0 0.1 0.4
H 0.0 0.4 0.1
H 0.0 0.0 0.0
H 0.0 0.0 0.0
C 0.0 0.1 -0.8
C -0.4 -0.9 -0.3
C 1.3 0.8 0.0
O -0.1 0.5 -0.1
H 0.1 -0.1 0.1
H -0.1 0.0 0.4
H -0.1 0.0 0.3
H -0.1 -0.2 0.0
H -0.4 -0.3 0.1
H 0.0 -0.4 0.2
H -0.3 0.0 -0.1
H 0.0 0.2 0.0
C -0.4 -1.4 -0.2
C -0.6 1.0 -0.3
C 0.0 -0.5 -0.3
O 0.2 0.1 0.2
H 0.7 0.5 0.1
H -0.2 0.3 0.0
H -0.1 0.4 -0.1
H 0.2 -0.4 0.0
H 0.5 -0.4 -0.2
H -0.2 -0.2 0.5
H 0.1 0.6 0.4
H -0.2 -0.3 0.2
C -0.7 -0.1 0.5
C 1.5 0.1 0.6
C -1.0 0.3 0.5
O -0.4 0.3 0.0
H 0.4 -0.4 0.1
H -0.1 0.3 -0.4
H -0.1 -0.1 -0.1
H -0.1 0.1 -0.4
H 0.1 0.0 -0.4
H 0.0 -0.1 0.0
H 0.2 0.1 -0.1
H 0.0 -0.6 -0.5
C -0.8 0.2 0.1
C 0.7 -0.2 -0.1
C 1.0 -0.9 0.8
O -0.5 -0.1 -0.4
H -0.1 0.1 0.1
H 0.3 0.0 -0.4
H -0.1 0.0 0.0
H -0.2 0.1 -0.3
H -0.1 -0.1 0.0
H -0.2 0.6 0.0
H -0.3 0.2 -0.2
H 0.2 -0.1 0.4
C -1.1 -0.4 -0.1
C 0.9 -0.6 -1.0
C -0.1 1.5 0.3
O -0.3 -0.2 0.4
H 0.2 0.1 0.1
H 0.5 0.2 0.2
H 0.2 -0.1 0.2
H -0.2 0.0 0.1
H 0.0 -0.4 -0.1
H 0.0 -0.1 0.1
H -0.2 -0.4 0.0
H 0.2 0.3 -0.1
C 0.8 -0.7 -0.7
C -0.5 -0.5 -0.9
C 1.0 0.2 0.9
O 0.3 -0.2 0.6
H 0.0 0.3 0.1
H 0.0 0.2 0.5
H -0.5 0.4 0.0
H -0.5 0.6 0.1
H -0.3 0.0 -0.2
H 0.0 0.1 -0.1
H -0.1 -0.4 -0.3
H -0.1 0.1 0.0
C 0.0 0.1 0.3
C -0.6 -0.2 0.4
O 0.6 0.3 0.1
H 0.3 0.3 -0.2
H 0.0 0.3 -0.6
H -0.2 -0.3 0.1
H 0.3 0.0 0.1
H 0.1 -0.2 0.0
H -0.4 0.0 -0.3

=====

Molecular formula: C4H4FN3O2
Method: DFT, ωB97M-V/def2-TZVPD

**SMILES**: [H]/N=C(\F)[C@@]1(O)C=NC(=O)N1
**Frontier orbital gap**: 10.06 eV
**HOMO**: -10.47 eV
**Energy relative to the best compared isomer or geometry (same formula, charge and spin)**: 39.4 kcal per mole

Positions of all 14 atoms, in Å:
H -0.3340 -2.9238 1.6111
N 0.0805 -1.9918 1.3701
C -0.2898 -1.2367 0.5227
F -1.3343 -1.5605 -0.3594
C 0.4067 0.1241 0.0859
O 1.7507 -0.1441 0.6451
C 0.2820 0.1031 -1.4024
N -0.2439 1.2209 -1.7855
C -0.6009 1.9471 -0.7130
O -1.3518 2.8855 -0.6397
N -0.0704 1.3843 0.3782
H 1.6723 -0.8641 1.0818
H 0.4898 -0.6192 -2.0917
H -0.4568 1.6753 1.2970

Forces on the atoms, in the same order (eV/Å):
H 0.3 1.5 -0.8
N 1.0 -2.8 3.2
C -2.7 1.9 -3.0
F 0.6 0.5 0.8
C 2.4 -4.0 1.8
O -0.5 8.9 -6.0
C -1.1 4.8 0.6
N 0.9 -2.8 -3.7
C -1.8 2.3 1.6
O 0.1 0.3 -0.8
N -0.2 -0.3 3.8
H -0.6 -7.8 4.9
H 0.9 -2.1 -1.4
H 0.7 -0.5 -1.0

=====

Molecular formula: CH3NOS
Method: DFT, ωB97M-V/def2-TZVPD

**2S+1**: 3
**Frontier orbital gap (alpha / beta)**: 8.45 / 6.97 eV
**HOMO (alpha / beta)**: -7.58 / -9.83 eV
**Energy relative to the best compared isomer or geometry (same formula, charge and spin)**: 48.0 kcal per mole

Positions of all 7 atoms, in Å:
C -0.7170 -0.1785 -0.0467
N 0.6743 0.2704 0.1146
O 0.8756 1.3639 0.6105
S 1.8943 -0.7728 -0.3877
H -0.7744 -1.0750 0.5960
H -0.7820 -0.2664 -1.1663
H -1.1707 0.6584 0.2796

Forces on the atoms, in the same order (eV/Å):
C 3.4 -2.4 -1.9
N -1.7 -2.3 -0.9
O 1.5 2.9 1.3
S 0.9 -0.2 -0.1
H -0.8 0.2 -0.7
H -0.8 -0.6 1.1
H -2.4 2.4 1.2

=====

Calculated values (eV) of DFT total energy for the records, taken in order: -14632.4391; -46523.4167; -15493.6186; -15453.6815.